A cluster of 2 separate species, C8H12F2N3O in total in a non-equilibrium geometry. Source: OMol25; level of theory: wB97M-V/def2-TZVPD.

The geometry in ORCA input format:
```
! wB97M-V def2-TZVPD RIJCOSX def2/J DEFGRID3
* xyz 1 1
H -2.02 0.11 2.09
H 3.97 -0.36 -2.10
C 0.38 2.35 -0.83
H 0.24 -0.64 2.23
F 2.64 -0.31 1.81
C 3.97 -1.17 -1.37
C -0.18 -0.64 1.22
H 0.18 -1.55 0.73
N -2.30 -0.16 0.02
C 0.28 0.55 0.46
H -2.09 -1.59 1.57
N 1.57 0.97 0.26
C -2.00 1.27 -0.28
H -1.92 -0.74 -0.73
C -1.70 -0.60 1.31
H 4.00 -2.13 -1.90
C 2.71 0.30 0.65
H 4.87 -1.12 -0.74
H -2.40 1.54 -1.26
O 2.82 -1.23 -0.64
F 3.84 0.92 0.49
N 1.61 2.05 -0.53
H 0.16 3.20 -1.44
H -3.32 -0.30 0.05
H -2.48 1.90 0.47
C -0.52 1.43 -0.24
*
```

The value obtained for the energy relative to the best compared isomer or geometry (same formula, charge and spin) is 17.2 kcal per mole. The electronic energy is -20434.0681 eV. The value obtained for the LUMO energy is -3.57 eV.

Here are the Löwdin charges for atoms 1 to 8, given in e: atom 1 (H): 0.148, atom 2 (H): 0.083, atom 3 (C): -0.040, atom 4 (H): 0.138, atom 5 (F): 0.196, atom 6 (C): -0.220, atom 7 (C): -0.070, atom 8 (H): 0.141